C4H9N6S2 | ωB97M-V with the def2-TZVPD basis set

Values from the calculation:
* HOMO-LUMO gap: 7.602 eV
* energy above the lowest of the compared OMol25 structures with the same formula, charge and spin: 11.5 kcal/mol

ORCA input file:
```
! RIJCOSX wB97M-V def2-TZVPD def2/J DEFGRID3
* xyz 1 1
S 2.19822 -1.94718 -0.15062
S -2.38312 -1.02046 -0.78777
N 0.46262 0.05296 1.09099
N -0.17779 -2.76916 0.18801
N -1.10839 1.17801 -1.34160
N 0.55453 -1.83704 -0.13466
N 3.24631 0.44219 -1.05898
N 1.53318 0.65219 0.35160
C -0.88472 0.63533 0.99086
C -1.35503 0.29912 -0.42564
C 2.33794 -0.07457 -0.29977
C -1.47389 -2.64060 0.35056
H 0.78221 -0.22131 2.00422
H -1.66136 0.35999 1.71912
H -1.62868 0.90734 -2.21914
H -1.93884 -3.47978 -0.11683
H 3.73213 -0.18960 -1.85429
H -0.76821 1.76104 0.95609
H -1.85230 -2.44036 1.35325
H -0.49609 2.03420 -1.26986
H 3.72838 1.36127 -0.82397
*
```


C16H30OP2STl | ωB97M-V with the def2-TZVPD basis set

Values from the calculation:
* HOMO-LUMO gap: 8.967 eV
* energy above the lowest of the compared OMol25 structures with the same formula, charge and spin: 0.0 kcal/mol

ORCA input file:
```
! RIJCOSX wB97M-V def2-TZVPD def2/J DEFGRID3
* xyz 1 1
Tl 0.30357 -1.79806 -2.67710
S -0.50539 -1.76393 0.85226
P 1.71091 0.70546 -2.04945
P -1.49693 0.58813 -2.16884
O 0.62179 -1.36732 -0.09520
C -1.98903 1.69421 -3.54973
C -0.40624 -3.57357 1.08272
C -1.42034 2.65238 -0.24487
C 0.59533 3.52655 0.72631
C 0.72577 1.78337 -0.94236
C -0.78951 3.52924 0.62458
C -0.68025 1.76500 -1.02450
C -1.91868 0.45400 2.90466
C 3.26247 0.40537 -1.13025
C 2.25816 1.90793 -3.32061
C -3.13409 0.26345 -1.41976
C 2.03662 -3.88338 1.84734
C -1.30414 -0.88743 3.31168
C -0.03388 -1.22002 2.51490
C 0.97085 -4.15907 0.78696
C 1.34647 2.66375 -0.05875
H -0.73131 -3.77355 2.10843
H 3.85784 1.31222 -1.02198
H -1.15826 -3.98165 0.40435
H 1.68027 -4.15249 2.84565
H 3.02169 1.44177 -3.94787
H -2.47668 2.58984 -3.16321
H 2.33259 -2.83237 1.85090
H -3.70831 -0.31508 -2.14556
H 1.31903 -3.77529 -0.16776
H -3.02914 -0.33278 -0.51361
H 3.85198 -0.33426 -1.67439
H -1.93438 0.56829 1.81631
H -1.37968 4.21337 1.22378
H -3.68445 1.17746 -1.19602
H 1.41851 2.18732 -3.95935
H 2.93160 -4.47444 1.64873
H 2.42830 2.68147 0.02552
H -2.67479 1.16527 -4.21411
H 2.66855 2.80641 -2.85751
H -1.05118 -0.87716 4.37293
H -1.33494 1.28376 3.31165
H 1.09227 4.19999 1.41439
H -1.11115 1.98862 -4.12763
H 0.83694 -5.23451 0.66677
H -2.94247 0.55075 3.26822
H 3.01700 -0.00490 -0.14969
H 0.58937 -0.33622 2.35127
H -2.50371 2.66352 -0.30612
H 0.55899 -2.00025 2.98697
H -2.03791 -1.69116 3.17889
*
```


C5H10O | ωB97M-V with the def2-TZVPD basis set

Values from the calculation:
* SMILES string: CC(C)=CCO
* HOMO-LUMO gap: 9.339 eV
* energy above the lowest of the compared OMol25 structures with the same formula, charge and spin: 70.4 kcal/mol

ORCA input file:
```
! RIJCOSX wB97M-V def2-TZVPD def2/J DEFGRID3
* xyz 0 1
O -1.34264 0.04815 -2.63861
C -0.97599 0.15997 -0.22453
C -0.74601 0.69261 -1.55336
C 1.33161 -0.92240 0.06272
C 0.22833 0.30304 1.95758
C 0.22457 0.04064 0.46515
H 1.13213 0.85056 2.24175
H -0.86470 1.77034 -1.65190
H 0.21394 -0.63349 2.52648
H -1.97461 -0.60923 -2.31618
H 0.51001 0.70716 -1.30091
H 1.30028 -1.17421 -0.99806
H -0.63677 0.88912 2.27582
H 2.31348 -0.49045 0.27726
H 1.24293 -1.85357 0.63460
H -1.95657 0.22177 0.24217
*
```


C2H6N2O | ωB97M-V with the def2-TZVPD basis set

Values from the calculation:
* SMILES string: C/N=C\NO
* HOMO-LUMO gap: 10.275 eV
* energy above the lowest of the compared OMol25 structures with the same formula, charge and spin: 95.0 kcal/mol

ORCA input file:
```
! RIJCOSX wB97M-V def2-TZVPD def2/J DEFGRID3
* xyz 0 1
O 2.40396 0.03026 -0.19011
N 1.03050 -0.29376 0.10639
N -0.94439 0.92709 -0.15612
C -1.62686 -0.35967 0.01822
C 0.33741 0.95835 -0.01994
H 0.59917 -0.85051 -0.73531
H -1.64833 -0.83276 1.04676
H 2.87822 -0.14527 0.61636
H -2.75780 -0.16440 -0.34095
H 0.91641 1.94474 0.31839
H -1.18828 -1.21409 -0.66367
*
```


C9H38FNO18 | ωB97M-V with the def2-TZVPD basis set

Values from the calculation:
* HOMO-LUMO gap: 8.356 eV

ORCA input file:
```
! RIJCOSX wB97M-V def2-TZVPD def2/J DEFGRID3
* xyz 0 1
F 0.02895 -4.65629 0.72571
O 3.30846 1.31202 -2.62016
O -2.96203 3.55309 -2.92517
O -2.88775 0.14592 -1.25147
O 0.61747 2.49297 0.63694
O 4.56643 -6.38429 3.27019
O 3.66335 1.92448 0.26581
O 3.86655 -1.40922 -0.15057
O -1.67958 6.34307 -3.96721
O 3.45960 -4.79215 0.49991
O -4.75856 0.16539 -3.71235
O -2.65908 6.21642 6.02442
O -2.65212 2.20274 2.91752
O 1.19277 3.74648 -2.15038
O 2.60947 -2.46369 -2.44509
O -1.38136 -4.26431 3.70586
O -1.07668 1.33878 -3.31974
O -0.15049 -5.33360 -2.46748
O -1.65411 4.21697 4.52006
N -1.59551 1.59831 0.25236
C -1.04636 -0.85915 0.12207
C 1.35595 -0.83635 1.26706
C -2.52417 -3.05446 -0.49418
C -0.13101 1.49815 0.54246
C 0.05279 -3.20176 0.70724
C 0.15779 -0.05485 0.69136
C 1.29530 -2.40414 1.25002
C -1.18932 -2.39237 0.10307
C -1.99093 0.30822 -0.39614
H 3.18066 1.25197 -1.66237
H -1.99696 6.92993 -4.66411
H 1.99563 3.23482 -2.32199
H 3.54270 -0.49927 -0.16654
H 2.49565 -3.37623 -2.73563
H 2.18659 -2.99810 1.65696
H -3.40107 -2.61994 0.12137
H -0.84300 3.69361 4.53650
H -2.50350 -4.17400 -0.27575
H -1.28831 -5.19489 3.94398
H 2.68909 -5.20857 0.09314
H 5.42304 -6.00843 3.50599
H 2.28557 -1.93927 -3.18971
H -2.85405 3.39376 -1.97846
H 3.07046 2.68469 0.34418
H -2.65261 -2.78954 -1.59515
H -2.51495 3.15409 2.81885
H -5.35692 0.91812 -3.63712
H -1.95293 4.21414 5.44000
H -1.26492 -4.25586 2.74689
H -2.97468 7.12784 6.00628
H -2.07132 1.49197 1.16891
H 3.99024 0.65597 -2.80721
H 4.24293 -5.80585 2.56549
H -2.38471 4.30955 -3.10273
H -1.72869 1.26315 -2.61296
H 0.80624 3.32072 -1.37294
H 4.09799 -1.59007 -1.07038
H -0.81984 6.70984 -3.72571
H 4.37575 2.11752 0.88740
H -0.06386 -5.31405 -1.50447
H -0.94184 2.29002 -3.40903
H 4.16615 -4.92918 -0.14344
H -4.05057 0.36664 -3.08566
H 0.75648 -5.27222 -2.78936
H -3.30102 2.13387 3.62750
H -2.42713 6.02979 5.10337
H 2.25190 -0.27293 1.68181
*
```


C6H11O | ωB97M-V with the def2-TZVPD basis set

Values from the calculation:
* HOMO-LUMO gap: 12.031 eV
* energy above the lowest of the compared OMol25 structures with the same formula, charge and spin: 34.6 kcal/mol

ORCA input file:
```
! RIJCOSX wB97M-V def2-TZVPD def2/J DEFGRID3
* xyz 1 1
O 0.48341 0.32542 0.25461
C -1.59677 -0.74916 -0.14010
C -1.79725 0.74808 0.28779
C -0.15101 -1.00264 0.40668
C -0.57596 1.35889 -0.20340
C 2.74566 -0.44050 0.23154
C 1.80373 0.26973 -0.37370
H -0.07917 -1.11826 1.43588
H 1.92363 0.81230 -1.37945
H -1.40664 -0.76793 -1.26748
H -2.49002 -1.44878 0.06708
H -0.64283 1.37659 -1.33591
H 2.64905 -1.19268 1.05640
H 3.73301 -0.48972 -0.26417
H 0.38480 -1.76412 -0.20577
H -0.38462 2.29336 0.22480
H -2.61681 1.17013 -0.18194
H -1.98221 0.61931 1.38713
*
```